[1]
Computed, not measured: 8 unconnected molecules or ions with the total composition BrH14O7, with ωB97M-V/def2-TZVPD.

For the calculated total energy, the calculation gives -3109.2123 hartree. The total charge is -1. As for the energy above the lowest of the compared OMol25 structures with the same formula, charge and spin: 82.00 kJ/mol. The value obtained for the gap between HOMO and LUMO is 0.33628 Ha. The value obtained for the HOMO energy is -6.0 eV. The largest force on an atom is 2.6 eV/A.

Structure (XYZ):
```
22
Properties=species:S:1:pos:R:3:forces:R:3
Br 9.3481 -28.8715 -17.4263 0.54 -1.10 -0.17
O 8.3284 -30.8919 -14.3643 0.59 0.25 -0.57
H 8.8093 -30.3223 -13.7520 -0.22 0.01 0.09
H 8.6226 -30.5170 -15.2213 -0.32 -0.21 0.35
O 6.7711 -28.2085 -15.1545 0.18 -0.48 1.72
H 6.9493 -28.7620 -15.8940 0.28 -0.98 -1.00
H 6.2720 -27.5112 -15.5246 -0.64 1.38 -0.54
O 8.4125 -26.1525 -16.4520 1.19 1.49 0.59
H 8.6457 -27.0806 -16.6240 -0.03 0.17 0.07
H 9.2758 -25.7365 -16.1826 -1.38 -0.74 -0.45
O 12.5047 -27.4722 -18.1695 0.80 0.30 0.55
H 12.5823 -27.4590 -17.1930 -0.51 -0.19 -0.89
H 11.6536 -27.8573 -18.3947 -0.33 -0.12 0.44
O 11.3789 -28.5514 -14.8007 -0.06 0.06 -0.19
H 11.9525 -29.2155 -14.4300 0.35 -0.29 0.27
H 10.9778 -28.9974 -15.5659 -0.27 0.31 -0.10
O 7.2703 -27.8497 -19.6954 0.33 1.36 -2.13
H 8.1117 -28.1971 -19.4318 0.63 -0.34 0.60
H 6.6250 -28.2210 -19.1443 -1.16 -0.95 1.38
O 6.4041 -30.3580 -17.4139 0.06 0.03 -0.21
H 7.3713 -30.2920 -17.5982 -0.66 -0.32 0.44
H 6.1899 -31.1233 -16.8575 0.63 0.38 -0.25
```
Forces are in eV/Å.



[2]
Computed, not measured: a single C11H18N2 molecule, with ωB97M-V/def2-TZVPD.

As for the SMILES: CCCC(CCC)[C@@H]1c2cn[nH]c21. For the calculated total energy, the calculation gives -539.2420 hartree. As for the energy above the lowest of the compared OMol25 structures with the same formula, charge and spin: 493.99 kJ/mol. The value obtained for the gap between HOMO and LUMO is 0.35125 Ha. The value obtained for the HOMO energy is -8.7 eV. The largest force on an atom is 4.7 eV/A.

Structure (XYZ):
```
31
Properties=species:S:1:pos:R:3:forces:R:3
C 0.7030 3.9272 0.3321 -0.50 -1.13 1.53
C -0.1612 2.6388 0.1871 -2.42 3.68 1.72
C 0.5738 1.4652 -0.1615 -1.59 -2.03 -1.84
C -0.2027 0.1605 0.2869 0.56 -0.57 -4.20
C 0.8517 -0.9867 0.2515 -0.08 0.54 1.09
C 0.5198 -2.4476 0.7387 -0.76 0.40 -0.75
C 1.0484 -3.4969 -0.1843 0.24 0.35 -3.32
C -1.2584 -0.1321 -0.8562 -0.45 -0.50 3.12
C -2.6957 0.2310 -0.7819 -0.57 -2.07 -0.30
C -3.9448 0.3880 -0.1274 1.04 -1.09 0.99
N -4.3122 -0.7768 0.4152 -1.83 0.07 0.23
N -3.3685 -1.6784 0.1483 1.18 -1.32 -0.18
C -2.4375 -1.1371 -0.6437 1.15 2.18 -0.95
H 0.2078 4.8885 0.3626 -0.64 -0.04 -0.14
H 1.1309 3.7937 1.3321 0.66 0.41 -0.30
H 1.4517 3.9925 -0.4168 0.88 -0.08 -0.65
H -1.0485 2.9305 -0.3491 -0.33 -0.51 -1.00
H -0.5992 2.3904 1.1676 0.12 0.62 0.11
H 0.8807 1.5485 -1.2289 -0.08 -0.85 0.55
H 1.3927 1.5572 0.4360 2.94 -0.32 1.43
H -0.6996 0.2810 1.2086 -0.48 0.24 1.17
H 1.6129 -0.5599 0.9786 -0.14 -0.77 -1.37
H 1.1468 -0.9604 -0.8343 0.47 -0.39 1.22
H 1.0598 -2.7280 1.6052 0.18 0.64 1.63
H -0.5654 -2.6613 0.9321 0.86 0.57 -0.23
H 0.7850 -3.3057 -1.2552 0.38 0.44 0.52
H 0.6010 -4.4316 -0.1292 -1.13 -1.89 1.03
H 2.1098 -3.7459 -0.1915 0.21 0.68 0.35
H -0.8468 -0.2611 -1.8087 0.83 0.06 -1.33
H -4.5892 1.2283 0.0365 -0.02 0.28 -0.08
H -3.3934 -2.7242 0.3536 -0.65 2.41 -0.04
```
Forces are in eV/Å.



[3]
Computed, not measured: 5 unconnected molecules or ions with the total composition C32H71N5O2PS2, with ωB97M-V/def2-TZVPD.

For the calculated total energy, the calculation gives -2823.3559 hartree. The total charge is +1. As for the energy above the lowest of the compared OMol25 structures with the same formula, charge and spin: 0.00 kJ/mol. The value obtained for the gap between HOMO and LUMO is 0.18752 Ha. The value obtained for the HOMO energy is -9.3 eV. The largest force on an atom is 6.0 eV/A.

Structure (XYZ):
```
113
Properties=species:S:1:pos:R:3:forces:R:3
O -0.0360 2.3539 -0.8728 2.62 3.24 -2.00
C 0.7411 3.2512 -1.2577 -0.95 -1.93 1.47
O 1.8022 3.6798 -0.3722 -2.69 0.68 -1.48
C 0.5947 4.0083 -2.6845 -0.58 0.04 0.96
C -0.1380 3.0825 -3.7699 -0.90 1.51 1.03
S 0.9774 2.2377 -4.9932 -2.09 -1.41 -1.03
P 3.0584 2.6565 -4.6584 3.09 0.25 2.07
S 3.6898 2.3252 -2.8509 -0.38 -0.08 -0.56
C 0.6993 0.4023 -4.6719 0.42 -2.23 1.82
C 1.0110 -0.0411 -3.2339 -1.39 -3.07 -1.79
C 0.7385 -1.5650 -2.9246 -1.01 2.59 -5.27
C 0.1943 -2.3101 -4.1862 0.67 1.43 0.70
C -0.0197 -1.6874 -5.5815 0.99 1.41 3.20
N 0.2426 -0.3110 -5.8020 0.65 -1.49 3.56
H 1.3244 4.2835 0.2594 0.82 -0.83 -0.40
H 1.5662 4.4933 -3.0288 -1.26 -0.87 0.57
H -0.1318 4.8848 -2.4666 1.12 -1.42 -0.31
H -0.8191 2.2995 -3.2726 1.42 0.93 -0.72
H -0.8368 3.7650 -4.3905 1.40 -1.26 0.66
H 3.3603 4.0473 -4.9546 -1.02 -0.90 -0.51
H 3.8383 1.8994 -5.6234 -1.31 0.45 0.05
H 1.3833 0.6594 -2.4026 -0.67 -1.07 -1.68
H 0.8945 -2.0429 -1.9068 -0.25 0.72 -1.63
H -0.0706 -3.4235 -4.0674 0.49 1.93 -0.24
H -0.4259 -2.3295 -6.4472 0.80 1.34 1.54
C 1.5728 0.8118 2.1729 0.03 0.12 -0.06
C 1.5837 0.9345 3.6922 0.16 -0.05 -0.10
N 2.9212 1.0479 4.2627 0.19 -0.15 0.21
C 2.9465 0.8825 5.7156 -0.10 -0.26 -0.02
C 2.2212 1.9285 6.5602 0.05 0.14 0.22
C 3.7532 2.1294 3.7452 -0.06 -0.09 -0.36
C 3.2174 3.5562 3.8656 0.13 0.28 0.02
H 2.1943 -0.0232 1.8385 0.04 0.07 0.08
H 0.5523 0.6313 1.8241 0.05 0.05 0.05
H 1.9241 1.7258 1.6869 0.00 -0.09 -0.02
H 1.1104 0.0284 4.0871 0.17 0.12 0.21
H 0.9418 1.7749 3.9847 -0.15 0.06 -0.02
H 3.9861 0.8134 6.0511 0.01 0.09 -0.18
H 2.5137 -0.0977 5.9493 -0.03 0.05 -0.18
H 2.7794 2.8645 6.6092 -0.10 0.00 -0.03
H 2.1213 1.5662 7.5872 0.00 0.01 -0.07
H 1.2153 2.1395 6.1913 0.06 -0.01 -0.01
H 3.9511 1.9314 2.6852 -0.11 -0.06 0.06
H 4.7415 2.0846 4.2129 -0.17 -0.15 0.14
H 2.1634 3.6357 3.5888 0.01 -0.06 0.04
H 3.7790 4.2158 3.1964 -0.01 -0.03 0.03
H 3.3423 3.9506 4.8749 -0.14 0.00 -0.06
C -3.2391 -3.6641 -2.7661 -0.02 0.01 0.17
C -3.6688 -5.1167 -2.9322 0.13 0.05 0.03
N -2.5929 -6.0777 -2.7136 0.26 -0.17 -0.24
C -2.9321 -7.4338 -3.1453 -0.06 0.04 -0.26
C -4.0642 -8.1485 -2.4099 -0.04 -0.24 0.10
C -1.8976 -5.9882 -1.4328 0.03 0.32 0.02
C -2.7327 -6.1289 -0.1605 0.05 -0.10 0.27
H -2.3891 -3.4267 -3.4114 -0.03 -0.06 0.04
H -4.0641 -3.0007 -3.0403 0.04 -0.06 0.02
H -2.9685 -3.4338 -1.7321 0.01 0.02 -0.07
H -4.0303 -5.2232 -3.9614 0.07 -0.27 0.10
H -4.5275 -5.3096 -2.2777 -0.14 0.08 0.02
H -2.0338 -8.0580 -3.1074 0.04 0.16 0.13
H -3.1960 -7.3912 -4.2089 0.00 0.18 0.08
H -3.7509 -8.4899 -1.4225 -0.09 0.06 -0.02
H -4.3627 -9.0379 -2.9717 0.02 0.07 0.02
H -4.9515 -7.5220 -2.2986 0.06 -0.01 0.00
H -1.3800 -5.0223 -1.3917 -0.12 0.01 -0.08
H -1.0884 -6.7249 -1.4061 -0.16 -0.08 -0.21
H -3.6625 -5.5572 -0.2008 0.04 -0.03 -0.04
H -2.1612 -5.7577 0.6955 -0.04 -0.02 -0.06
H -2.9747 -7.1712 0.0501 -0.10 0.11 -0.02
C -6.7646 -1.4719 -1.2674 0.06 -0.09 -0.05
C -8.1859 -1.6146 -1.8002 0.15 0.05 -0.07
N -8.3027 -1.3807 -3.2358 -0.14 0.23 -0.23
C -9.6865 -1.2404 -3.6882 -0.04 0.21 0.17
C -10.6022 -2.4558 -3.5539 -0.18 -0.13 -0.15
C -7.4475 -2.1942 -4.0935 0.29 0.06 0.20
C -7.5798 -3.7136 -3.9922 0.03 -0.24 -0.18
H -6.3419 -0.4967 -1.5229 -0.05 -0.07 -0.06
H -6.7681 -1.5611 -0.1778 -0.03 -0.01 -0.09
H -6.1031 -2.2521 -1.6542 -0.01 0.06 0.02
H -8.7974 -0.8727 -1.2743 -0.12 -0.07 -0.25
H -8.5746 -2.5996 -1.5137 -0.02 -0.08 0.12
H -9.6915 -0.9051 -4.7302 0.18 -0.08 0.03
H -10.1404 -0.4139 -3.1284 0.17 -0.06 0.08
H -10.3818 -3.2117 -4.3088 0.00 -0.02 0.11
H -11.6414 -2.1510 -3.7060 0.07 0.00 0.02
H -10.5408 -2.9184 -2.5668 0.03 0.03 -0.05
H -6.4039 -1.9315 -3.8830 -0.09 0.03 0.12
H -7.5909 -1.8972 -5.1373 -0.21 0.11 0.13
H -7.6334 -4.0648 -2.9593 -0.01 0.06 -0.03
H -6.7064 -4.1880 -4.4508 -0.03 0.02 0.02
H -8.4557 -4.0791 -4.5295 0.02 -0.03 0.14
C 6.8144 6.5531 6.2331 0.11 -0.01 0.05
C 6.7363 5.3305 5.3259 0.08 0.17 0.00
N 7.6835 5.3592 4.2161 -0.05 -0.05 -0.40
C 7.4169 4.3401 3.2031 -0.22 0.16 0.03
C 7.5555 2.8764 3.6174 0.11 -0.24 -0.14
C 9.0893 5.5312 4.5709 -0.01 0.31 0.25
C 9.7140 4.5036 5.5143 0.26 -0.13 0.03
H 6.6941 7.4776 5.6629 0.07 -0.09 -0.01
H 6.0152 6.5117 6.9780 0.06 -0.03 -0.06
H 7.7617 6.5984 6.7766 -0.07 0.04 -0.05
H 5.7194 5.3037 4.9170 0.16 -0.14 -0.19
H 6.8510 4.4270 5.9378 -0.06 -0.08 0.13
H 8.0532 4.5245 2.3316 0.10 0.09 0.15
H 6.3936 4.4906 2.8367 0.00 0.10 0.16
H 8.6014 2.5805 3.7078 -0.08 0.00 0.09
H 7.1106 2.2344 2.8513 0.00 0.03 0.04
H 7.0471 2.6585 4.5589 0.06 0.04 -0.02
H 9.2081 6.5218 5.0241 -0.15 -0.08 -0.01
H 9.6911 5.5827 3.6579 -0.24 -0.09 -0.08
H 9.0692 4.2628 6.3624 -0.01 0.03 -0.06
H 10.6488 4.9009 5.9208 -0.07 -0.02 -0.02
H 9.9644 3.5779 4.9943 -0.08 -0.01 0.12
```
Forces are in eV/Å.



> Which value of calculated total energy does entry 2 give?

-539.2420 hartree



> Which value of calculated total energy does entry 2 give?

-539.2420 hartree